Density functional theory data (the ωB97M-V functional and the def2-TZVPD basis) for 8 unconnected molecules or ions with the total composition C36H44Br4O in a non-equilibrium geometry.

Element x y z (Å)
1 Br -3.49993 -3.62173 -5.26804
2 C -5.25714 -2.55711 -5.28303
3 C -5.35119 -1.71772 -4.05939
4 Br -7.07464 -0.81412 -4.11680
5 H -6.09151 -3.24746 -5.40696
6 H -5.35215 -1.96385 -6.19249
7 H -4.52542 -1.01054 -3.98132
8 H -5.41135 -2.43315 -3.23926
9 Br 5.36390 0.94736 3.68001
10 C 5.95673 2.87831 3.84172
11 C 6.50672 3.42190 2.48114
12 Br 7.08352 5.30478 2.72098
13 H 6.81763 2.95176 4.50623
14 H 5.14195 3.50967 4.19614
15 H 5.75747 3.47339 1.69114
16 H 7.34550 2.80822 2.15261
17 C -1.61828 0.85948 9.61625
18 C -1.25381 0.19768 8.44574
19 C -1.53461 -1.15965 8.29467
20 C -2.14601 -1.85458 9.37249
21 C -2.35525 -1.22064 10.54889
22 C -2.08413 0.06955 10.68373
23 H -1.37327 1.90336 9.74544
24 H -0.79939 0.80371 7.67591
25 H -1.27094 -1.55528 7.32495
26 H -2.42186 -2.89346 9.26744
27 H -2.70477 -1.74373 11.42674
28 H -2.21696 0.59448 11.61819
29 C 1.16587 7.01629 5.51388
30 C 0.26640 6.15980 6.15606
31 C -1.07852 6.21175 6.01521
32 C -1.66316 7.11279 5.10253
33 C -0.76103 8.00349 4.52478
34 C 0.66683 7.93989 4.65838
35 H 2.24540 6.98632 5.50389
36 H 0.78360 5.42650 6.75704
37 H -1.71306 5.57039 6.60885
38 H -2.69931 7.30396 4.86537
39 H -0.98477 8.82620 3.86185
40 H 1.29403 8.66193 4.15671
41 C -5.39806 0.02471 -12.04896
42 C -5.03759 0.70313 -10.85867
43 C -3.89424 0.45659 -10.15999
44 C -3.02725 -0.55348 -10.56609
45 C -3.32808 -1.32011 -11.68804
46 C -4.46845 -0.95296 -12.45823
47 H -6.33946 0.10933 -12.57144
48 H -5.68054 1.52381 -10.57671
49 H -3.68646 0.81543 -9.16277
50 H -2.14036 -0.74901 -9.98162
51 H -2.63430 -2.08062 -12.01465
52 H -4.57882 -1.67030 -13.25801
53 C -0.28093 2.84766 -1.66981
54 C 0.03780 3.12808 -0.40048
55 C 0.06703 2.11182 0.54426
56 C -0.08754 0.80945 0.19601
57 C -0.27481 0.51347 -1.15499
58 C -0.31468 1.52786 -2.10486
59 H -0.54105 3.65740 -2.33543
60 H 0.04201 4.13243 -0.00341
61 H 0.15499 2.44719 1.56709
62 H 0.00625 0.04926 0.95741
63 H -0.14397 -0.50410 -1.49237
64 H -0.53558 1.37480 -3.15089
65 C 4.33792 -3.69209 -3.68847
66 C 5.02877 -2.90842 -2.77513
67 C 6.22497 -3.41914 -2.25790
68 C 6.53005 -4.76494 -2.53339
69 C 5.90965 -5.42254 -3.57913
70 C 4.71848 -4.92793 -4.10660
71 H 3.48992 -3.21459 -4.15676
72 H 4.73808 -1.94328 -2.38730
73 H 6.84335 -2.85597 -1.57464
74 H 7.37808 -5.18999 -2.01710
75 H 6.29211 -6.34814 -3.98336
76 H 4.15567 -5.33375 -4.93422
77 C 0.74858 -5.79310 1.03302
78 C 0.20547 -6.55459 2.25021
79 O -0.29544 -5.58318 3.11293
80 H 1.36144 -6.49194 0.46371
81 H 1.45362 -5.04109 1.38730
82 H -0.01042 -5.44500 0.33241
83 H 1.03028 -7.06479 2.74769
84 H -0.30833 -7.46337 1.93681
85 H -0.90126 -6.09392 3.65488

Forces on the atoms, in the same order (eV/Å):
-1.5 0.9 -0.1
0.2 -0.4 -1.4
0.0 -0.9 0.3
0.2 0.2 0.0
0.4 -0.4 0.6
0.9 0.1 -0.1
-0.3 0.0 0.2
0.2 0.6 0.4
0.5 1.5 0.1
0.8 0.4 -1.3
-0.8 -0.4 0.6
-0.1 -0.8 0.0
-0.4 -0.5 0.4
-0.1 -0.5 0.0
0.0 -0.1 0.2
0.0 0.4 0.0
0.6 -1.3 0.3
-0.6 0.5 0.5
-0.4 0.4 0.7
0.9 -0.5 -2.7
-0.7 -1.9 1.3
0.7 4.4 -0.1
-0.2 0.1 0.1
0.1 -0.3 -0.3
-0.2 -0.7 0.2
0.1 -0.1 -0.1
-0.2 -0.3 -0.1
-0.2 -0.2 0.3
0.1 -0.1 -0.8
2.5 -0.4 0.5
-1.8 0.1 -0.5
1.8 1.4 0.0
1.7 0.5 -0.9
-2.5 0.4 0.3
0.1 -0.6 0.8
-0.6 -0.3 0.5
0.0 -0.3 -0.1
-0.2 -0.6 0.4
-1.1 -0.1 -0.1
0.0 0.0 -0.1
2.3 -1.3 0.7
-1.7 0.9 -1.5
0.8 -1.3 0.6
-0.1 -0.5 -0.4
-0.5 2.0 -0.1
0.5 -1.3 0.9
0.1 0.5 0.1
-0.2 0.0 0.4
-0.2 0.9 -0.1
0.1 -0.1 0.1
-0.2 -0.2 -0.1
-0.8 0.5 -0.6
-0.1 0.0 -1.9
-0.6 0.5 2.2
0.2 1.2 0.7
0.1 -0.6 -0.4
1.2 -0.3 -0.6
-1.0 0.1 0.4
0.3 0.0 -0.3
0.2 0.2 -0.3
0.2 -0.4 0.3
-0.2 -0.2 -0.1
-0.6 -0.2 0.0
0.2 -0.5 0.0
-1.4 2.1 0.2
1.7 -0.5 0.6
-1.2 -1.2 0.2
1.0 1.2 -0.5
-0.8 -0.9 0.0
1.1 0.3 -0.4
-0.4 -0.2 0.0
-0.4 0.2 -0.6
-0.1 0.0 0.2
0.2 -0.2 -0.2
0.1 -0.3 0.3
0.2 -0.6 0.1
0.6 -1.3 0.1
2.6 0.1 -1.5
-1.6 -0.7 0.5
0.1 -0.1 -0.2
-0.4 0.4 -0.2
-0.1 0.4 0.4
0.7 0.3 0.1
-1.6 0.5 0.1
-0.3 0.6 0.6

Output
LUMO in eV: 0.26
Structure (SMILES): c1ccccc1.c1ccccc1.c1ccccc1.c1ccccc1.c1ccccc1.BrCCBr.BrCCBr.CCO

Atomic partial charges in e from the Mulliken method, atoms 1 to 8: atom 1 (Br): -0.19, atom 2 (C): -0.75, atom 3 (C): -0.49, atom 4 (Br): -0.15, atom 5 (H): 0.42, atom 6 (H): 0.42, atom 7 (H): 0.38, atom 8 (H): 0.35

=====

Density functional theory data (the ωB97M-V functional and the def2-TZVPD basis) for a molecular structure, C36H44CaN2Si in a non-equilibrium geometry.

Element x y z (Å)
1 C 1.31841 -1.63380 3.74995
2 C -0.07505 -1.81535 3.54443
3 C -0.23384 -2.80580 2.53770
4 H -0.88145 -1.35493 4.12727
5 C 1.05800 -3.23790 2.11566
6 C 2.02063 -2.50200 2.86394
7 H 3.10052 -2.64614 2.83855
8 H 1.77415 -1.02877 4.53257
9 H -1.17753 -3.24871 2.22990
10 H 1.26612 -4.04869 1.41309
11 Ca 0.90688 -0.79576 1.15181
12 C -3.69708 -0.73223 -0.80365
13 H -3.50834 -1.29201 0.19269
14 H -3.86187 -1.33505 -1.70553
15 H -2.71809 -0.24241 -0.95823
16 Si -4.41255 -2.80208 0.37558
17 C -5.83624 -2.09354 1.33510
18 C -5.66391 -2.00494 2.73155
19 H -4.75020 -2.39492 3.18966
20 C -6.65456 -1.41809 3.52624
21 H -6.51274 -1.36315 4.60556
22 C -7.82284 -0.91624 2.93595
23 H -8.59799 -0.47263 3.56218
24 C -7.99391 -0.97807 1.54687
25 H -8.89719 -0.56071 1.09103
26 C -7.01073 -1.57616 0.74359
27 H -7.14313 -1.64700 -0.34036
28 C -4.14769 -4.56823 0.89480
29 C -5.21823 -5.28561 1.48857
30 H -6.17714 -4.79252 1.66714
31 C -5.08228 -6.64154 1.82233
32 H -5.91120 -7.17688 2.29716
33 C -3.88967 -7.31258 1.52290
34 H -3.79022 -8.37256 1.76433
35 C -2.83778 -6.63328 0.89357
36 H -1.92619 -7.17643 0.63276
37 C -2.96393 -5.27451 0.58145
38 H -2.16370 -4.75260 0.05600
39 H -4.52137 -0.04056 -0.66898
40 H -4.78914 -2.75619 -1.08825
41 C 3.91514 5.85510 2.58551
42 C 3.88261 5.25508 1.17812
43 C 2.94782 6.10948 0.30864
44 C 5.29593 5.31408 0.58029
45 C 3.38406 3.79977 1.21376
46 C 3.24122 3.06696 2.39413
47 C 2.54686 1.85618 2.36211
48 N 2.13032 1.28552 1.20495
49 C 2.40164 1.91087 0.02074
50 C 3.03051 3.17459 0.00835
51 C 2.06880 1.18379 -1.23104
52 C 2.56449 1.59200 -2.47953
53 C 2.34843 0.80620 -3.61473
54 C 1.40510 -0.22601 -3.50130
55 C 0.91208 -0.57776 -2.23961
56 N 1.27888 0.06948 -1.10499
57 C 3.17419 1.07325 -4.88731
58 C 3.02222 -0.04584 -5.91817
59 C 2.74148 2.40222 -5.52764
60 C 4.66138 1.18588 -4.50546
61 H 4.21377 6.90783 2.53052
62 H 4.63443 5.33654 3.22874
63 H 2.92303 5.81071 3.05044
64 H 3.23186 7.16564 0.39158
65 H 3.00659 5.82494 -0.74594
66 H 1.90909 6.00398 0.64257
67 H 5.98884 4.68266 1.15038
68 H 5.30136 4.98093 -0.46310
69 H 5.66830 6.34636 0.61064
70 H 3.62813 3.42930 3.34700
71 H 2.30790 1.32381 3.28606
72 H 3.18045 3.67693 -0.95180
73 H 3.19575 2.47853 -2.51786
74 H 1.06879 -0.79891 -4.36986
75 H 0.20004 -1.40358 -2.12212
76 H 1.99509 -0.12185 -6.28168
77 H 3.66828 0.15948 -6.77731
78 H 3.32837 -1.00644 -5.49522
79 H 2.89917 3.25277 -4.85200
80 H 3.32634 2.58533 -6.43876
81 H 1.68160 2.37760 -5.81001
82 H 4.84413 2.00584 -3.79900
83 H 5.00576 0.24714 -4.05246
84 H 5.26287 1.37417 -5.40453

Forces on the atoms, in the same order (eV/Å):
0.0 -0.2 -0.2
0.2 -0.1 -0.2
0.1 -0.1 0.0
0.4 -0.2 -0.4
-0.1 0.2 0.3
-0.3 0.0 0.2
-0.3 0.1 0.0
-0.1 0.0 -0.3
0.1 0.1 0.0
-0.1 0.3 0.2
0.3 0.3 0.1
1.4 1.4 -0.7
0.1 0.7 -1.2
0.2 0.2 0.8
-0.5 0.4 0.2
-0.9 -1.8 -0.3
-0.3 0.4 0.3
-0.6 0.3 -0.2
-0.3 0.1 -0.1
0.0 -0.2 -0.3
-0.1 0.0 -0.2
0.3 -0.1 -0.2
0.2 -0.1 -0.2
0.2 -0.2 0.0
0.3 -0.2 0.2
0.2 0.0 0.6
0.0 0.1 0.4
-0.3 -1.3 0.1
0.5 -0.3 0.0
0.4 -0.1 0.1
0.2 0.2 -0.2
0.3 0.2 -0.2
-0.1 0.3 0.0
0.0 0.3 -0.1
-0.2 0.1 0.0
-0.3 0.2 0.1
-0.6 -0.1 0.3
0.0 -0.1 0.2
0.1 0.3 0.0
-0.2 -0.8 0.8
0.0 0.1 0.1
0.1 -0.2 0.1
-0.1 0.0 0.1
0.1 0.0 0.1
0.0 0.1 -2.1
-0.6 -1.0 1.1
0.6 0.7 -0.8
-0.5 -0.3 1.1
0.2 -0.8 -1.8
0.1 0.6 1.0
0.2 1.4 1.9
0.0 -0.7 -0.9
0.8 1.4 0.6
-1.0 -1.4 0.7
0.7 0.9 -0.7
-0.6 -1.1 0.0
-0.2 0.4 0.2
0.1 0.0 0.1
-0.1 0.1 -0.1
0.1 -0.1 0.0
0.0 -0.1 0.0
-0.1 0.1 -0.1
0.2 0.0 0.0
0.0 -0.1 -0.1
-0.1 0.1 0.1
0.1 0.0 -0.1
-0.1 0.1 -0.1
0.0 0.0 0.2
0.0 -0.2 0.0
-0.3 0.0 -0.3
0.2 0.1 -0.3
-0.1 -0.1 0.5
0.0 -0.4 -0.1
0.2 0.2 0.4
0.3 0.2 -0.1
0.1 0.0 0.0
-0.1 0.0 0.1
-0.1 0.0 0.0
-0.1 -0.2 -0.1
-0.1 0.0 0.1
0.2 0.0 0.1
0.0 -0.2 -0.2
0.0 0.2 0.0
-0.1 0.0 0.1

Output
LUMO (spin up / spin down) in eV: 0.09 / -0.40
Energy above the lowest of the compared OMol25 structures with the same formula, charge and spin in eV: 2.102

Atomic partial charges in e from the Mulliken method, atoms 1 to 8: atom 1 (C): -0.48, atom 2 (C): -0.71, atom 3 (C): -0.15, atom 4 (H): 0.40, atom 5 (C): -0.89, atom 6 (C): -0.74, atom 7 (H): 0.40, atom 8 (H): 0.52